The following is a quantum chemistry calculation of a cluster of 7 separate species, C25H65O19P3 in total at a distorted geometry, from the OMol25 dataset.

```
112
Properties=species:S:1:pos:R:3
H -11.160 -6.956 3.547
H -4.013 5.820 -2.883
P 0.148 -0.732 7.004
H -6.567 2.284 -2.939
C -8.398 -2.678 0.807
C -0.735 1.795 1.200
O 1.616 4.569 -4.110
H 9.529 -1.940 3.316
H -11.163 -3.925 -0.870
H 7.731 -2.807 -8.487
H 5.940 -2.864 3.611
H 6.235 -1.609 1.762
H 1.567 -0.451 0.925
C 0.712 1.466 1.050
H 1.091 -0.187 2.494
H 1.584 2.194 6.736
O 8.267 -1.187 1.804
O 8.062 -2.065 -5.646
H -7.320 -2.609 0.954
H 6.925 -4.282 -9.126
H -1.746 0.372 -0.046
C 0.731 -0.022 1.478
H 6.746 -0.534 3.036
H -2.721 -1.560 7.503
P -10.085 -4.621 1.438
O -0.159 -0.889 8.618
H 1.425 1.245 8.216
C -1.519 0.430 1.018
C -5.013 5.386 -2.868
H 7.507 -5.327 1.444
C 9.365 -1.042 2.719
C -5.209 4.270 -1.740
C 0.652 5.558 -4.262
O -8.944 -3.490 1.785
C -5.405 5.874 -5.287
H 10.334 -0.765 2.303
O 2.027 7.066 -2.750
H 1.711 4.214 -6.064
H 5.888 -3.296 -3.066
H -11.339 -2.247 -0.330
H -12.766 -3.290 -0.361
C 8.983 -4.846 -4.620
O 1.516 -1.251 6.542
O -0.451 -0.651 1.192
H 9.158 -5.601 -3.853
O -11.395 -3.769 1.118
C 0.872 1.682 7.384
H -5.850 5.615 -6.248
H 7.562 -3.688 0.831
H 6.126 -2.811 -8.388
O -6.542 3.934 -1.613
O -5.241 4.879 -4.183
H -5.725 6.188 -2.673
H 3.014 3.473 -4.990
H 0.224 2.438 7.826
C -2.374 -1.063 6.597
H -4.785 4.607 -0.795
H -0.736 2.305 2.164
H 0.914 -2.677 8.663
H 0.930 1.698 0.008
H 9.609 -3.964 -4.481
H -2.391 0.428 1.671
H -3.071 -1.200 5.771
H -4.489 6.442 -5.450
H 7.606 -2.442 4.162
H -12.246 -5.571 3.726
H 0.355 6.014 -2.190
H 0.150 7.401 -3.229
C 7.024 -1.437 2.493
H -12.016 -6.560 2.166
H 5.963 -4.404 1.368
O 5.745 -2.908 -5.068
H 9.447 -5.179 -5.548
C -11.691 -3.267 -0.179
O -9.631 -5.638 0.476
C 6.937 -3.537 -8.330
C 6.972 -2.686 3.309
H 1.555 -1.537 9.841
H 0.673 6.099 -5.209
O 6.766 -4.035 -6.987
H -6.147 6.556 -4.871
P 7.198 -3.243 -5.610
H -8.514 -3.059 -0.208
H 3.077 5.177 -5.521
O -10.483 -5.233 2.863
H -8.879 -1.703 0.738
H 2.398 5.433 -1.335
C 5.728 -2.458 -3.745
O 7.676 -4.445 -4.609
H 9.070 -0.345 3.504
H 3.710 6.716 -1.610
O -0.037 0.869 6.716
H 6.448 -1.660 -3.566
C 0.648 -1.853 9.325
H 4.775 -1.931 -3.759
C 2.887 6.128 -2.017
C 2.421 4.350 -5.248
H -8.111 2.827 -2.516
H 1.271 2.076 1.760
H 0.144 -2.300 10.183
C 7.040 -4.346 1.525
H -4.609 3.414 -2.048
H -7.112 3.765 -3.583
H 3.407 5.724 -2.886
C 0.756 6.508 -3.075
C -7.094 3.194 -2.654
C -11.571 -6.083 3.040
H -1.061 2.472 0.412
O -1.103 -1.435 6.274
O 7.610 -3.820 2.712
H -0.313 5.055 -4.205
H -2.232 -0.003 6.809
```

The orbital gap is 9.55 eV. Its LUMO energy is 0.37 eV.


The following is a quantum chemistry calculation of a structure of composition C25H66F3N6O10SV at a distorted geometry, from the OMol25 dataset.

```
112
Properties=species:S:1:pos:R:3
O -3.384 2.424 -1.861
H -2.897 -1.719 -5.949
C -3.776 -0.704 -4.381
C -4.887 0.808 2.500
O -2.460 -2.753 -4.120
O -1.485 -1.951 -1.741
C -1.383 -3.586 -4.538
H -5.131 1.969 -0.905
H -2.981 4.453 -2.305
F 1.211 -2.960 -2.214
F 2.151 -1.475 -0.972
H -4.783 -1.023 -4.665
H -2.595 2.242 2.236
C 4.584 -4.218 2.276
C 5.456 -0.600 1.857
H 6.311 -0.730 1.190
H 0.637 -0.380 1.918
H -2.270 0.128 0.606
H -7.014 1.196 3.617
H -0.929 2.385 -1.029
V -3.413 -2.681 -2.195
C 4.756 2.107 -2.738
H -5.609 -0.010 2.363
N 3.160 -4.315 2.620
C 2.944 1.908 -1.008
H -1.437 -3.836 -5.597
H -0.776 0.643 6.587
H -6.141 2.665 4.320
O -2.780 -4.050 -1.807
C 3.605 2.425 1.209
C 1.885 -0.543 3.766
H 4.188 1.981 2.017
H 3.746 -1.547 3.561
H 2.278 -0.733 1.635
H 0.407 0.574 7.824
C -3.481 0.277 2.211
H -3.573 1.123 0.394
H -4.649 -0.163 -2.564
C 4.857 -5.397 1.359
H -1.456 0.915 2.503
H -3.120 0.050 -2.573
C -2.455 1.286 2.745
F 0.744 -2.864 -0.096
C 1.469 -0.945 2.340
C 4.916 -2.890 1.553
C -1.350 3.139 -3.021
H 2.923 0.932 -4.221
H 5.753 0.054 2.674
H -0.131 -0.938 7.171
H -2.490 1.484 3.816
H 2.550 2.455 1.499
H 5.122 -4.280 3.223
C -6.262 1.579 4.306
C 1.035 -2.153 -1.179
H -3.343 -0.750 2.545
H 3.322 -1.146 5.062
S -0.381 -0.988 -1.509
N 2.548 1.355 -3.381
H -4.894 3.744 -1.210
H 5.896 -5.468 1.020
O 1.148 0.109 5.932
C -3.728 0.701 -4.990
H -1.164 2.165 -3.476
H 5.840 -3.044 0.987
O -4.969 1.123 3.874
C -4.728 2.728 -1.576
H 4.561 3.165 -2.530
H -3.296 3.468 -3.654
H -3.751 0.686 -6.079
H -5.218 1.628 1.850
H -5.343 2.672 -2.488
H -0.424 4.078 -1.244
C -0.486 3.103 -1.728
H 3.886 0.342 -2.009
C -2.799 3.439 -2.671
H -1.367 -4.476 -3.912
C 0.715 -0.514 4.740
H 2.609 -4.098 1.794
H 3.982 3.450 1.125
H 2.938 -3.566 3.276
H -0.361 -3.217 -4.404
H -4.517 1.359 -4.629
H 4.263 -5.308 0.445
H 0.499 2.699 -1.952
H 2.015 1.420 -0.681
H 2.284 0.478 3.704
H 5.071 1.911 -3.759
H 5.608 1.958 -2.070
H 0.109 4.141 -4.023
C 0.119 0.089 6.889
C 3.511 1.339 -2.281
H 0.426 -1.560 4.915
N 2.924 -1.483 4.189
H 4.668 -6.361 1.828
O 3.843 1.653 0.064
O 5.161 -1.847 2.515
H 1.764 0.769 -3.105
H 1.291 -2.017 2.334
H -0.892 5.081 -3.215
H 4.067 -2.646 0.911
N -3.271 0.219 0.743
N -0.878 4.264 -3.816
H 2.693 2.973 -1.085
H -1.676 -1.036 -5.009
O 0.006 -0.192 -2.648
C -2.631 -1.558 -4.898
H -0.203 -0.079 4.328
H -2.792 1.182 -4.690
O -0.588 -0.199 -0.303
N -3.809 -0.649 -2.888
H 4.568 -0.313 1.296
H -6.417 1.262 5.335
```

As for the spin multiplicity: 2. The orbital gap (alpha / beta) is 3.72 / 4.15 eV. Its expectation value of S² is 0.791. As for the total charge: +1. Its LUMO energy (alpha / beta) is -6.37 / -5.94 eV.